C4H9NO3 | ωB97M-V/def2-TZVPD

Calculated values
**M**: 119.120 g/mol
**F_max**: 2.96 eV/A
**Total energy**: -11923.9051 eV
**Orbital gap**: 9.21 eV
**Energy above the lowest of the compared OMol25 structures with the same formula, charge and spin**: 350.86 kJ/mol

Atoms and positions in Å:
C  1.686  0.459  0.500
C  0.212  0.630  0.760
O  -0.279  -0.853  1.609
O  -0.276  1.644  1.226
H  0.398  -1.397  2.036
H  2.166  0.305  1.470
H  2.086  1.360  0.040
H  1.927  -0.390  -0.135
C  -0.794  0.009  -0.596
N  -0.054  0.164  -1.819
C  -0.847  -1.323  -0.057
O  -1.994  0.715  -0.514
H  -1.864  1.386  0.186
H  0.158  1.146  -1.961
H  -0.629  -0.133  -2.602
H  -0.083  -2.015  -0.392
H  -1.812  -1.707  0.249

Atoms 1-6, force components in eV/Å:
C 0.15 -0.42 0.61
C -0.90 0.96 -2.65
O -1.02 -0.77 -1.56
O 0.12 -0.44 0.47
H 0.11 -0.10 -0.24
H 0.14 0.19 -0.02